(1)
Molecular formula: C2H2Cl3F3Si
Method: DFT, ωB97M-V with the def2-TZVPD basis set

CARTESIAN COORDINATES (ANGSTROEM)
F  0.6968  2.5791  -0.1709
C  0.3815  1.2961  -0.5854
F  1.3588  0.9644  -1.5171
C  0.2374  0.2894  0.5831
F  1.5854  0.0140  0.9118
Si  -0.6639  -1.5192  0.1988
Cl  -0.6410  -1.9712  -1.7104
Cl  -2.5846  -1.1891  0.8391
Cl  0.3442  -2.8933  1.2748
H  -0.5174  1.4258  -1.1676
H  -0.1972  1.0039  1.3437

Forces on atoms 1 to 2 (eV/Å):
0.1 -1.0 0.4
0.2 0.3 -1.5

Calculated values
Electronic energy (eV): -55707.6077
E_HOMO (eV): -11.5
Frontier orbital gap (Ha): 0.435
LUMO (eV): 0.31
SMILES: FC(F)[C@H](F)[Si](Cl)(Cl)Cl

=====

(2)
Molecular formula: C3H4O2
Method: DFT, ωB97M-V with the def2-TZVPD basis set

CARTESIAN COORDINATES (ANGSTROEM)
C  -2.4443  -0.0167  -0.0636
C  -0.9629  -0.0401  -0.6159
C  0.1599  -0.1356  0.3126
O  -3.1880  -0.9205  0.1073
O  -2.4028  1.2267  0.1400
H  -0.8082  0.4919  -1.5471
H  0.5277  0.8399  0.6299
H  0.9715  -0.5944  -0.2569
H  -0.0662  -0.7405  1.1893

Forces on atoms 1 to 2 (eV/Å):
1.3 -0.1 -0.7
-2.2 2.5 1.4

Calculated values
Electronic energy (eV): -7268.3714
E_HOMO (spin up / spin down) (eV): -10.2 / -10.2
Frontier orbital gap (spin up / spin down) (Ha): 0.324 / 0.324
LUMO (spin up / spin down) (eV): -1.35 / -1.35

=====

(3)
Molecular formula: C26H30InN3O2PS2
Method: DFT, ωB97M-V with the def2-TZVPD basis set

CARTESIAN COORDINATES (ANGSTROEM)
In  -0.1525  0.3079  -0.1918
C  2.4658  -0.7572  -3.7215
C  1.7897  0.5476  -3.7857
C  2.0151  1.2024  -2.6392
C  2.8348  0.3761  -1.7328
C  2.9956  -0.9003  -2.5155
H  2.5002  -1.4665  -4.5127
H  1.2203  0.9217  -4.6236
H  1.6356  2.1666  -2.3477
H  3.8660  0.8161  -1.6695
H  3.5868  -1.6947  -2.1332
C  0.8188  -3.0333  -0.0138
C  0.1805  -2.8793  -1.3551
C  0.0804  -3.9477  -2.2292
C  -0.6125  -3.7600  -3.4346
C  -1.1283  -2.5272  -3.6956
C  -0.9561  -1.4789  -2.7999
N  -0.3613  -1.6907  -1.6214
C  -1.4313  -0.0855  -3.0573
C  -2.0252  0.2533  -4.2377
C  -2.4411  1.6074  -4.4540
C  -2.2044  2.5111  -3.4642
C  -1.5359  2.1536  -2.2755
N  -1.2024  0.8017  -2.0575
C  -1.1970  3.0810  -1.2547
C  -1.4641  4.4593  -1.3560
C  -1.1115  5.3037  -0.3108
C  -0.4727  4.7792  0.8211
C  -0.3096  3.3915  0.8725
C  0.3617  2.7989  2.0624
N  -0.6459  2.5785  -0.1211
H  0.0557  -3.0883  0.7736
H  1.4419  -3.9196  0.0595
H  1.4234  -2.1536  0.2610
H  0.4493  -4.9071  -1.9167
H  -0.6802  -4.5931  -4.1333
H  -1.6477  -2.3419  -4.6192
H  -2.1983  -0.4831  -4.9853
H  -2.9530  1.8607  -5.3633
H  -2.5414  3.5199  -3.6295
H  -1.9920  4.8840  -2.2172
H  -1.3708  6.3530  -0.3556
H  -0.1940  5.3943  1.6855
H  -0.3253  2.2409  2.6593
H  1.1527  2.1321  1.7429
H  0.7838  3.5733  2.6843
C  -0.7024  1.4041  6.1877
C  0.2755  0.4998  5.4591
O  -0.4241  -0.1877  4.4353
P  0.3990  -0.6307  3.0867
S  -1.3064  -0.6178  1.7591
S  2.2567  0.2150  -0.0204
O  0.7668  -2.1992  3.3586
C  -0.1573  -3.2613  3.5952
C  0.6159  -4.5084  3.9454
H  -0.2604  1.9217  7.0517
H  -1.5310  0.8075  6.5304
H  -1.0676  2.2278  5.5624
H  0.6473  -0.2401  6.1664
H  1.1246  1.0746  5.0202
H  -0.7841  -3.3963  2.6916
H  -0.8673  -2.9625  4.3625
H  1.2714  -4.7789  3.1216
H  -0.0370  -5.3384  4.1129
H  1.2766  -4.3371  4.7834

Forces on atoms 1 to 2 (eV/Å):
-0.4 -0.1 -0.5
-0.6 0.4 -0.1

Calculated values
Electronic energy (eV): -72149.9644
E_HOMO (spin up / spin down) (eV): -5.4 / -8.1
Frontier orbital gap (spin up / spin down) (Ha): 0.196 / 0.289
LUMO (spin up / spin down) (eV): -0.06 / -0.20
Expectation value of S²: 0.77
Spin multiplicity: 2

=====

(4)
Molecular formula: C21H32Cl3CoN4O2P
Method: DFT, ωB97M-V with the def2-TZVPD basis set

CARTESIAN COORDINATES (ANGSTROEM)
Co  0.2811  -0.7435  0.7299
C  2.3277  -0.2695  2.9601
N  2.1022  -1.0194  1.7217
C  3.1559  -0.6864  0.7453
C  2.0919  -2.4813  1.9546
C  1.4485  -3.2216  0.7926
C  1.6514  -4.5945  0.6897
C  1.0023  -5.3187  -0.2955
C  0.1486  -4.6654  -1.1768
C  -0.0419  -3.2969  -1.0625
C  0.6047  -2.5252  -0.0902
H  3.2941  -0.5227  3.4094
H  1.5383  -0.4975  3.6759
H  2.3090  0.7976  2.7400
H  4.1420  -0.9010  1.1704
H  3.0918  0.3705  0.4926
H  3.0171  -1.2795  -0.1564
H  1.5198  -2.6611  2.8693
H  3.1141  -2.8352  2.1391
H  2.3141  -5.1040  1.3813
H  1.1596  -6.3862  -0.3775
H  -0.3616  -5.2282  -1.9482
H  -0.7108  -2.8128  -1.7700
Cl  -6.9868  -2.4538  1.8544
C  -5.3150  -2.1313  1.8339
C  -4.8252  -1.1879  0.9108
C  -3.4924  -0.9183  0.8893
Cl  -2.8064  0.1816  -0.2300
C  -2.5677  -1.5573  1.8071
O  -1.3574  -1.2914  1.8189
C  -3.1356  -2.5508  2.7094
Cl  -2.0559  -3.3650  3.7388
C  -4.4758  -2.8176  2.7204
H  -5.5076  -0.6997  0.2303
H  -4.8878  -3.5513  3.3977
C  -1.3322  3.3117  0.8341
N  -0.4023  3.4221  -0.2814
C  -0.3158  4.7511  -0.8648
P  0.3735  2.1243  -0.9127
O  0.5852  1.1142  0.1888
N  -0.4745  1.4878  -2.1626
C  -0.1101  0.1873  -2.7196
C  -1.4925  2.2091  -2.9116
N  1.8137  2.6372  -1.5011
C  2.1013  2.8775  -2.9066
C  2.7778  3.2320  -0.5845
H  -1.1138  4.0925  1.5655
H  -1.2238  2.3443  1.3171
H  -2.3687  3.4305  0.5038
H  0.0074  5.4730  -0.1111
H  -1.2848  5.0781  -1.2537
H  0.4005  4.7674  -1.6844
H  0.3934  -0.4300  -1.9742
H  0.5473  0.2845  -3.5895
H  -1.0183  -0.3289  -3.0355
H  -1.7441  3.1447  -2.4188
H  -2.3985  1.6028  -2.9829
H  -1.1553  2.4331  -3.9283
H  1.3686  2.3862  -3.5405
H  3.0889  2.4837  -3.1533
H  2.0972  3.9489  -3.1340
H  2.4616  3.0825  0.4470
H  2.8734  4.3069  -0.7654
H  3.7588  2.7708  -0.7155

Forces on atoms 1 to 2 (eV/Å):
0.2 0.0 -0.2
-0.1 -0.1 0.0

Calculated values
Electronic energy (eV): -116830.6703
E_HOMO (spin up / spin down) (eV): -10.5 / -10.8
Frontier orbital gap (spin up / spin down) (Ha): 0.301 / 0.193
LUMO (spin up / spin down) (eV): -2.29 / -5.56
Expectation value of S²: 6.04
Total charge: +1
Spin multiplicity: 5

=====

(5)
Molecular formula: C6H8N3O
Method: DFT, ωB97M-V with the def2-TZVPD basis set

CARTESIAN COORDINATES (ANGSTROEM)
C  0.7838  0.1025  0.9681
C  1.6956  -1.9993  -1.0369
C  1.2488  -0.8530  -1.3601
C  -2.1450  1.6787  0.1523
C  0.5325  0.1300  -0.5185
C  -0.8542  0.0073  0.0631
N  -0.4794  0.1941  1.3472
N  -1.6788  2.3476  -0.7383
N  -2.9828  1.6222  1.1729
O  -1.1532  2.8203  -1.6980
H  1.5594  -0.1815  1.5970
H  1.8423  -2.5790  -1.9167
H  1.9220  -2.4011  -0.1141
H  1.1717  -0.6103  -2.3622
H  0.5747  1.1400  -0.8826
H  -1.5409  -0.7403  -0.4292
H  -2.9283  0.7260  1.7593
H  -3.3397  2.3862  1.6844

Forces on atoms 1 to 2 (eV/Å):
-2.8 0.1 -0.9
0.9 -2.1 -1.2

Calculated values
Electronic energy (eV): -12854.5460
E_HOMO (eV): -13.6
Frontier orbital gap (Ha): 0.280
LUMO (eV): -6.03
Total charge: +1